Entry 1:
Density functional theory data (ωB97M-V/def2-TZVPD) for a cluster of 2 separate species, C2H8O2 in total in a non-equilibrium geometry.

Properties
Kohn-Sham gap, Ha: 0.40703
SMILES: CO.CO
Molecular weight, g/mol: 64.08
LUMO, eV: 0.6537
Charge: 0
ΔE to the lowest compared entry with this formula, charge and spin, eV: 1.620
Multiplicity: 1
HOMO, hartree: -0.383

Bonds (Å) are listed after each position.
CARTESIAN COORDINATES (ANGSTROEM)
1 C 1.4383 -1.5134 -1.6539  O2 1.441, H3 1.089, H4 1.062, H5 1.104
2 O 1.4661 -0.8954 -0.3521  C1 1.441, H6 0.907
3 H 1.9628 -0.8267 -2.3160  C1 1.089
4 H 2.0825 -2.3042 -1.3594  C1 1.062
5 H 0.4367 -1.6716 -2.0907  C1 1.104
6 H 0.5654 -0.9058 -0.2428  O2 0.907
7 C -1.0932 1.4596 1.6572  O8 1.475, H9 1.020, H10 1.085, H11 1.098
8 O -2.2253 0.9272 0.8759  C7 1.475, H12 0.954
9 H -0.8825 0.7824 2.3898  C7 1.020
10 H -0.2516 1.6334 0.9955  C7 1.085
11 H -1.4746 2.3614 2.1533  C7 1.098
12 H -2.0246 0.9532 -0.0567  O8 0.954

Here are the Löwdin charges for atoms 1 to 6, given in e: atom 1 (C): -0.13, atom 2 (O): -0.11, atom 3 (H): 0.07, atom 4 (H): 0.07, atom 5 (H): 0.09, atom 6 (H): 0.00

***

Entry 2:
Density functional theory data (ωB97M-V/def2-TZVPD) for an isolated molecule of C3H5NO2 in a non-equilibrium geometry.

Properties
Kohn-Sham gap, Ha: 0.40798
SMILES: O[C@H]1CN=CO1
Molecular weight, g/mol: 87.08
LUMO, eV: 0.8244
Charge: 0
ΔE to the lowest compared entry with this formula, charge and spin, eV: 2.643
Multiplicity: 1
HOMO, hartree: -0.378

Bonds (Å) are listed after each position.
CARTESIAN COORDINATES (ANGSTROEM)
1 C -0.7138 -0.1987 -0.7337  N2 1.446, C5 1.748, H7 1.108, H9 1.095
2 N -1.0625 1.0752 -0.1464  C1 1.446, C3 1.269
3 C -0.0685 1.4544 0.5453  N2 1.269, O4 1.359, H10 1.087
4 O 1.0489 0.6885 0.6501  C3 1.359, C5 1.429
5 C 0.8129 -0.5769 0.0287  C1 1.748, O4 1.429, O6 1.377, H11 1.085
6 O 0.7675 -1.6265 0.9194  C5 1.377, H8 1.084
7 H -1.5379 -0.9303 -0.6146  C1 1.108
8 H -0.2847 -1.4041 0.7859  O6 1.084
9 H -0.5125 -0.1109 -1.8066  C1 1.095
10 H -0.0198 2.3887 1.0984  C3 1.087
11 H 1.5705 -0.7594 -0.7265  C5 1.085

Here are the Löwdin charges for atoms 1 to 6, given in e: atom 1 (C): -0.12, atom 2 (N): 0.04, atom 3 (C): -0.22, atom 4 (O): 0.00, atom 5 (C): -0.37, atom 6 (O): 0.01

***

Entry 3:
Density functional theory data (ωB97M-V/def2-TZVPD) for a cluster of 2 separate species, C7H10F2O3 in total in a non-equilibrium geometry.

Properties
Kohn-Sham gap, Ha: 0.31932
SMILES: C=C/C=C(\O)CO.OC=C(F)F
Molecular weight, g/mol: 180.15
LUMO, eV: 0.5783
Charge: 0
ΔE to the lowest compared entry with this formula, charge and spin, eV: 0.000
Multiplicity: 1
HOMO, hartree: -0.298

Bonds (Å) are listed after each position.
CARTESIAN COORDINATES (ANGSTROEM)
1 C 2.0794 -0.7908 1.3689  C2 1.453, C3 1.348, H13 1.076
2 C 1.2645 -1.1550 0.2218  C1 1.453, C5 1.386, H14 0.981
3 C 3.2941 -1.2836 1.6814  C1 1.348, H15 1.069, H16 1.095
4 C -1.3271 3.1435 -0.4563  C6 1.343, O8 1.305, H17 1.076
5 C -0.0680 -0.7917 0.1045  C2 1.386, C7 1.464, O9 1.319
6 C -1.3217 2.3274 -1.5227  C4 1.343, F11 1.368, F12 1.310
7 C -1.0046 -1.4000 -0.8419  C5 1.464, O10 1.471, H18 1.131, H19 1.101
8 O -2.3273 3.1515 0.3815  C4 1.305, H20 1.009
9 O -0.5448 0.2568 0.7481  C5 1.319, H21 0.973
10 O -1.1011 -2.8636 -0.7342  C7 1.471, H22 0.916
11 F -2.2116 1.3006 -1.6786  C6 1.368
12 F -0.4062 2.3109 -2.4594  C6 1.310
13 H 1.5571 -0.2402 2.1322  C1 1.076
14 H 1.5361 -1.9708 -0.2501  C2 0.981
15 H 3.8115 -1.9771 1.0537  C3 1.069
16 H 3.7390 -0.9631 2.6290  C3 1.095
17 H -0.7740 4.0653 -0.4905  C4 1.076
18 H -0.7288 -1.1034 -1.8975  C7 1.131
19 H -1.9895 -1.1762 -0.4039  C7 1.101
20 H -2.8601 2.2966 0.3229  O8 1.009
21 H 0.1073 0.2570 1.4696  O9 0.973
22 H -0.7242 -3.3940 -1.3785  O10 0.916

Here are the Löwdin charges for atoms 1 to 6, given in e: atom 1 (C): -0.18, atom 2 (C): -0.03, atom 3 (C): 0.01, atom 4 (C): -0.17, atom 5 (C): -0.35, atom 6 (C): -0.35